Density functional theory data (the ωB97M-V functional and the def2-TZVPD basis) for C2H2N2O2 as an isolated structure.

## Properties
highest occupied orbital energy	-10.397	eV
LUMO level	-1.12	eV
molecular weight	86.05	u
relative energy (zero: lowest compared OMol25 entry of this formula, charge and spin)	105.6	kcal per mole
HOMO-LUMO gap	9.28	eV
spin multiplicity	1
F_max	0.92	eV/Å

Geometry as XYZ:
```
8
C2H2N2O2, DFT the ωB97M-V functional and the def2-TZVPD basis
O 2.09443 -0.14797 0.03757
C 0.59366 -0.16916 -0.09053
N 0.91131 -1.40447 -0.19276
O -1.95041 -0.68095 -0.31955
C -1.54133 0.45523 -0.19614
N -0.19583 0.82872 -0.05092
H 2.29892 -0.21804 0.99626
H -2.21075 1.33665 -0.18392
```

***

Density functional theory data (the ωB97M-V functional and the def2-TZVPD basis) for C34H83BaO18 as an isolated structure.

## Properties
highest occupied orbital energy	-10.946	eV
LUMO level	-2.87	eV
molecular weight	917.35	u
relative energy (zero: lowest compared OMol25 entry of this formula, charge and spin)	0.0	kcal per mole
HOMO-LUMO gap	8.08	eV
charge	+1
spin multiplicity	1
F_max	1.62	eV/Å

Geometry as XYZ:
```
136
C34H83BaO18, DFT the ωB97M-V functional and the def2-TZVPD basis
Ba -0.37856 3.23372 -1.02421
C -0.34072 -1.30479 0.16463
C -0.32171 0.09438 -0.39386
O 0.78400 0.68465 -0.57148
O -1.42391 0.68803 -0.57679
H -0.32201 -2.05180 -0.62881
H -1.22680 -1.45841 0.78015
H 0.52068 -1.45855 0.81570
C 2.78242 -0.27364 2.31481
O 2.71766 -1.10385 3.46913
C 3.07591 -0.44594 4.65530
C 4.55095 -0.11638 4.78063
O 4.82935 1.14185 4.19751
C 6.19905 1.49396 4.32198
H 1.94742 0.43621 2.32838
H 2.62784 -0.98914 1.51246
H 3.72191 0.27479 2.25449
H 2.81228 -1.10733 5.48269
H 2.50863 0.49133 4.78409
H 5.12414 -0.91261 4.28164
H 4.82742 -0.11249 5.84398
H 6.29162 2.52605 3.99521
H 6.81921 0.86548 3.67083
H 6.53757 1.37245 5.35412
C -0.44104 1.18605 7.53412
O -0.93663 1.20311 6.22708
C -0.79985 -0.03963 5.60345
C -1.53327 -0.03077 4.29489
O -2.88038 -0.35607 4.52837
C -3.55385 -0.84331 3.39122
H 0.60562 0.84960 7.56756
H -1.03939 0.54118 8.18971
H -0.47088 2.19588 7.93992
H -1.25435 -0.83715 6.21448
H 0.25472 -0.33689 5.49571
H -1.06032 -0.75247 3.61412
H -1.44880 0.98448 3.87167
H -3.59992 -0.09413 2.59322
H -4.56135 -1.10384 3.70414
H -3.06828 -1.74709 3.00110
C -3.76919 2.32491 0.96852
O -2.90397 3.33578 0.46925
C -2.65618 4.32291 1.44729
C -1.52924 3.94214 2.37344
O -0.35555 3.70309 1.59012
C 0.51500 2.83825 2.34103
H -4.73626 2.75288 1.24913
H -3.34059 1.81982 1.83627
H -3.92820 1.60545 0.17316
H -3.55439 4.61889 1.99819
H -2.36075 5.26052 0.94995
H -1.80387 3.07960 2.98523
H -1.32957 4.77126 3.06032
H 0.01006 1.89591 2.55129
H 0.72618 3.27881 3.32514
H 1.47474 2.76671 1.84256
C -1.74834 -8.04795 0.56871
O -2.39891 -6.85708 0.90718
C -1.58642 -5.73292 0.70480
C -2.15551 -4.56525 1.46307
O -3.42606 -4.12727 1.01074
C -3.48857 -3.78525 -0.36112
H -2.43526 -8.88147 0.70251
H -0.86811 -8.24155 1.19791
H -1.41515 -8.05053 -0.47998
H -1.55869 -5.50076 -0.37122
H -0.55578 -5.91961 1.03403
H -1.44662 -3.72485 1.44185
H -2.32504 -4.85475 2.50138
H -2.60718 -3.24116 -0.72481
H -4.36674 -3.15768 -0.49452
H -3.61660 -4.69563 -0.95712
C 6.80535 -1.28971 -3.04401
O 5.96302 -0.27900 -3.53863
C 4.58682 -0.54997 -3.55933
C 3.92890 -0.92857 -2.25643
O 4.24082 -2.27069 -1.92527
C 3.82009 -2.62570 -0.63605
H 6.62465 -1.52823 -1.99479
H 7.83410 -0.95762 -3.15741
H 6.66838 -2.22572 -3.60343
H 4.33655 -1.31461 -4.31565
H 4.12818 0.36435 -3.94756
H 2.83812 -0.81871 -2.30783
H 4.30203 -0.24993 -1.47045
H 2.73109 -2.72857 -0.54358
H 4.14447 -1.88166 0.10674
H 4.29778 -3.56808 -0.37303
C -7.20154 2.37940 -2.10460
O -6.49930 1.67542 -1.11193
C -7.27385 0.63627 -0.53886
C -6.40428 -0.46584 -0.02305
O -5.73867 -1.23937 -0.99090
C -4.61828 -0.60219 -1.57116
H -7.33542 1.77820 -3.01618
H -6.63025 3.26392 -2.37984
H -8.20193 2.67631 -1.76975
H -7.96892 0.21567 -1.27814
H -7.88295 1.03499 0.28443
H -6.99420 -1.15121 0.58814
H -5.68334 -0.03418 0.69787
H -4.06529 -1.34188 -2.15680
H -3.92848 -0.26747 -0.79011
H -4.87333 0.18132 -2.28360
C 3.39305 2.79729 -0.26646
O 2.34168 3.76485 -0.22675
C 2.73148 5.05797 -0.62701
C 2.56510 5.26589 -2.11734
O 1.28364 4.79585 -2.54290
C 1.12355 4.93430 -3.95815
H 4.27505 3.14817 0.27390
H 3.61976 2.48240 -1.28578
H 3.04480 1.91747 0.27869
H 3.78252 5.23275 -0.38228
H 2.14231 5.78079 -0.05881
H 3.32861 4.73214 -2.69571
H 2.65951 6.32823 -2.37109
H 1.26909 5.98379 -4.23718
H 0.10248 4.66317 -4.21050
H 1.87448 4.35008 -4.49116
C -0.12467 0.10200 -7.59334
O 0.57959 -0.96032 -8.15304
C 1.61994 -1.46445 -7.36416
C 1.20940 -2.27709 -6.15118
O 0.64265 -1.46029 -5.15488
C 0.36850 -2.19711 -3.99233
H -0.78021 -0.19290 -6.76512
H -0.78448 0.53748 -8.34862
H 0.50572 0.92410 -7.22518
H 2.28533 -0.65585 -7.02703
H 2.19914 -2.11835 -8.01744
H 2.11030 -2.78319 -5.76907
H 0.51490 -3.08193 -6.43487
H -0.21618 -1.62402 -3.27015
H 1.26677 -2.50482 -3.43894
H -0.21972 -3.08549 -4.25252
```

***

Density functional theory data (the ωB97M-V functional and the def2-TZVPD basis) for H2N2O4S as an isolated structure.

## Properties
highest occupied orbital energy (alpha / beta)	-11.096 / -10.020	eV
LUMO level (alpha / beta)	-2.57 / -1.48	eV
molecular weight	126.09	u
relative energy (zero: lowest compared OMol25 entry of this formula, charge and spin)	102.2	kcal per mole
HOMO-LUMO gap (alpha / beta)	8.52 / 8.54	eV
spin multiplicity	1
F_max	4.49	eV/Å

Geometry as XYZ:
```
9
H2N2O4S, DFT the ωB97M-V functional and the def2-TZVPD basis
N 1.30795 0.65502 -1.55767
N 0.02779 -0.14454 1.58625
O 0.09698 0.91709 2.14447
O 0.21554 -1.26258 1.77293
O -2.17057 0.95184 -0.34290
O -1.49187 -1.36944 -0.44104
S -1.13724 -0.04253 -0.28835
H 1.17756 -0.22836 -2.06604
H 1.97385 0.52351 -0.80766
```

***

Density functional theory data (the ωB97M-V functional and the def2-TZVPD basis) for one molecule with the formula C4H8O2.

## Properties
highest occupied orbital energy	-9.902	eV
structure (SMILES)	CC1OCCO1
LUMO level	1.10	eV
molecular weight	88.11	u
relative energy (zero: lowest compared OMol25 entry of this formula, charge and spin)	36.0	kcal per mole
HOMO-LUMO gap	11.00	eV
spin multiplicity	1
F_max	1.36	eV/Å

Geometry as XYZ:
```
14
C4H8O2, DFT the ωB97M-V functional and the def2-TZVPD basis
C -2.03576 -0.38335 0.41965
C -0.56690 -0.52203 -0.03557
O -0.29266 0.74625 -0.57974
C 1.12155 0.98653 -0.62792
C 1.69998 -0.11072 0.28928
O 0.47408 -0.74082 0.90629
H -2.43452 -1.32034 0.80883
H -2.63973 -0.10284 -0.46400
H -2.16384 0.42054 1.15344
H -0.52083 -1.34880 -0.78143
H 1.44865 0.93710 -1.67999
H 1.29936 2.00829 -0.25761
H 2.29772 0.26875 1.12706
H 2.31290 -0.83854 -0.27828
```

***

What is the spin multiplicity in the second record?
1